Record 1
Density functional theory data (the ωB97M-V functional and the def2-TZVPD basis) for CHAgO2 as an isolated structure at a distorted geometry.

The geometry in XYZ format:
```
5
Properties=species:S:1:pos:R:3:forces:R:3
O 1.5379 0.4942 -0.0264 -0.464 -3.223 -0.049
C 0.4706 -0.1714 -0.0085 1.198 3.467 0.055
O -0.4935 0.8516 0.0355 0.839 1.552 -0.004
Ag -1.8693 -1.0763 0.0802 1.001 0.171 -0.042
H 0.3235 1.6508 0.0268 -2.574 -1.968 0.039
```
Forces are in eV/Å.

In elementary charge units, the natural (NBO) charges are: O -0.688; C 0.349; O -0.871; Ag 0.731; H 0.479



Record 2
15
Properties=species:S:1:pos:R:3:forces:R:3 method="wB97M-V/def2-TZVPD" de_lowest_ev=6.607
C 0.3784 2.1914 0.0152 0.660 -1.521 3.301
C 0.4962 1.0370 -1.2141 -1.064 1.145 -3.054
C 0.1965 -1.3282 -0.9488 1.049 -2.067 -2.768
C 0.1455 -2.1685 0.0856 -1.745 1.697 2.811
C -0.5651 0.1477 0.5984 3.515 -0.777 3.561
H -0.4410 3.1347 0.0336 2.941 -2.329 -0.937
H 1.5872 2.3426 0.6540 -3.819 0.397 -2.721
H 1.5950 0.5292 -1.5395 -2.896 1.894 1.391
H -0.0989 1.3041 -2.2291 2.236 0.473 2.043
H 0.8030 -1.6132 -1.9167 -1.963 0.833 1.695
H 0.2057 -3.3096 0.2747 0.374 2.466 -0.590
H 0.1195 -1.3866 2.1388 -1.320 0.778 -2.047
N -0.4660 -0.0533 -0.8089 2.950 -0.360 1.904
N -0.4392 -1.2899 1.2252 0.255 0.770 -0.802
N -0.1920 1.3035 1.2075 -1.173 -3.398 -3.788



| no. | orbital gap (eV) |
| --- | --- |
| 1 | 6.9 |
| 2 | 9.0 |